[1]
Molecular formula: C2H4N4O
Method: DFT, the ωB97M-V functional and the def2-TZVPD basis

As for the strongest force on any atom: 3.74 eV Å⁻¹. As for the SMILES: Nc1n[nH][nH]c1=O. The calculation puts the energy above the lowest of the compared OMol25 structures with the same formula, charge and spin at 166.2 kJ/mol. For the HOMO-LUMO gap, the calculation gives 9.80 eV. As for the lowest unoccupied orbital energy: 1.00 eV.

Element x y z (Å)
N 1.764 -0.824 0.105
C 0.462 -0.478 -0.030
N -0.549 -1.309 -0.066
N -1.682 -0.436 -0.156
N -1.191 0.876 0.088
C 0.102 0.980 -0.045
O 0.830 1.941 -0.055
H 2.114 -1.728 -0.325
H 2.277 0.039 -0.072
H -2.279 -0.702 0.664
H -1.848 1.641 -0.110

Löwdin analysis output, partial charges in e:
1 N 0.126
2 C -0.358
3 N 0.085
4 N -0.052
5 N 0.075
6 C -0.493
7 O 0.070
8 H 0.140
9 H 0.093
10 H 0.136
11 H 0.177



[2]
Molecular formula: C2H4N4O
Method: DFT, the ωB97M-V functional and the def2-TZVPD basis

As for the strongest force on any atom: 7.51 eV Å⁻¹. As for the SMILES: [H]/N=c1/nnon1C. The calculation puts the energy above the lowest of the compared OMol25 structures with the same formula, charge and spin at 636.6 kJ/mol. For the HOMO-LUMO gap, the calculation gives 10.26 eV. As for the lowest unoccupied orbital energy: -0.08 eV.

Element x y z (Å)
H 1.709 1.399 0.250
N 0.633 1.975 0.015
C -0.292 1.052 -0.201
N -1.779 1.334 -0.188
N -2.339 0.243 0.117
O -1.518 -0.868 0.043
N -0.399 -0.355 -0.624
C 0.752 -1.042 0.007
H 0.729 -2.175 -0.235
H 1.627 -0.772 -0.240
H 0.877 -0.790 1.056

Löwdin analysis output, partial charges in e:
1 H 0.162
2 N 0.111
3 C -0.394
4 N 0.093
5 N 0.025
6 O -0.073
7 N -0.080
8 C -0.065
9 H 0.136
10 H -0.012
11 H 0.096



[3]
Molecular formula: C2H4N4O
Method: DFT, the ωB97M-V functional and the def2-TZVPD basis

As for the strongest force on any atom: 6.43 eV Å⁻¹. As for the SMILES: [H]/N=c1/nc(O)[nH][nH]1. The calculation puts the energy above the lowest of the compared OMol25 structures with the same formula, charge and spin at 247.0 kJ/mol. For the HOMO-LUMO gap, the calculation gives 8.91 eV. As for the lowest unoccupied orbital energy: 0.06 eV.

Element x y z (Å)
H 0.860 0.094 2.836
N 1.365 0.339 2.015
C 0.695 0.101 0.912
N 0.894 0.381 -0.382
C -0.172 0.132 -1.033
O -0.409 -0.243 -2.230
N -1.301 -0.189 -0.232
N -0.711 -0.343 1.090
H 0.419 -0.343 -2.934
H -1.841 -1.014 -0.518
H -1.040 0.493 1.745

Löwdin analysis output, partial charges in e:
1 H 0.009
2 N 0.095
3 C -0.489
4 N 0.170
5 C -0.500
6 O 0.106
7 N 0.044
8 N 0.016
9 H 0.244
10 H 0.138
11 H 0.167



[4]
Molecular formula: C2H4N4O
Method: DFT, the ωB97M-V functional and the def2-TZVPD basis

As for the strongest force on any atom: 5.34 eV Å⁻¹. As for the SMILES: Nn1cnc(=O)[nH]1. The calculation puts the energy above the lowest of the compared OMol25 structures with the same formula, charge and spin at 350.5 kJ/mol. For the HOMO-LUMO gap, the calculation gives 9.49 eV. As for the lowest unoccupied orbital energy: -0.02 eV.

Element x y z (Å)
N 2.320 -0.364 0.053
N 0.936 -0.005 -0.269
C 0.460 1.227 0.062
N -0.907 1.277 -0.004
C -1.239 -0.088 -0.053
O -2.239 -0.711 0.027
N -0.008 -0.911 0.203
H 2.706 -1.141 -0.701
H 2.553 -0.689 1.044
H 0.912 2.311 0.062
H 0.022 -1.609 -0.560

Löwdin analysis output, partial charges in e:
1 N 0.009
2 N -0.242
3 C -0.101
4 N 0.125
5 C -0.537
6 O 0.094
7 N 0.095
8 H 0.149
9 H 0.101
10 H 0.166
11 H 0.141



[5]
Molecular formula: C2H4N4O
Method: DFT, the ωB97M-V functional and the def2-TZVPD basis

As for the strongest force on any atom: 1.48 eV Å⁻¹. As for the SMILES: Nc1n[nH]c(O)n1. The calculation puts the energy above the lowest of the compared OMol25 structures with the same formula, charge and spin at 96.1 kJ/mol. For the HOMO-LUMO gap, the calculation gives 9.40 eV. As for the lowest unoccupied orbital energy: 0.67 eV.

Element x y z (Å)
N -0.240 -0.348 2.181
C -0.142 -0.073 0.852
N 0.093 1.133 0.408
N 0.268 0.911 -0.949
C 0.107 -0.444 -1.152
O 0.508 -0.821 -2.366
N -0.174 -1.108 -0.082
H -0.336 0.464 2.771
H -0.776 -1.164 2.423
H -0.312 1.505 -1.535
H 1.042 -0.008 -2.511

Löwdin analysis output, partial charges in e:
1 N 0.130
2 C -0.497
3 N 0.063
4 N 0.010
5 C -0.482
6 O 0.110
7 N 0.201
8 H 0.095
9 H 0.092
10 H 0.150
11 H 0.128



[6]
Molecular formula: C2H4N4O2
Method: DFT, the ωB97M-V functional and the def2-TZVPD basis

As for the strongest force on any atom: 2.72 eV Å⁻¹. As for the SMILES: N/N=c1/cnon1O. The calculation puts the energy above the lowest of the compared OMol25 structures with the same formula, charge and spin at 528.5 kJ/mol. For the HOMO-LUMO gap, the calculation gives 8.80 eV. As for the lowest unoccupied orbital energy: -0.07 eV.

Element x y z (Å)
N 2.227 -0.061 -0.335
N 1.249 -0.895 0.041
C -0.006 -0.618 -0.158
C -1.152 -1.357 0.289
N -2.228 -0.740 -0.002
O -1.989 0.458 -0.655
N -0.519 0.693 -0.564
O -0.391 1.465 0.691
H 1.969 0.762 -0.913
H 2.944 0.279 0.331
H -1.196 -2.291 0.710
H -0.910 2.304 0.566

Löwdin analysis output, partial charges in e:
1 N -0.001
2 N 0.029
3 C -0.293
4 C -0.076
5 N 0.070
6 O -0.084
7 N -0.032
8 O -0.045
9 H 0.100
10 H 0.115
11 H 0.098
12 H 0.119



[7]
Molecular formula: C2H4N4O2
Method: DFT, the ωB97M-V functional and the def2-TZVPD basis

As for the strongest force on any atom: 9.24 eV Å⁻¹. The calculation puts the energy above the lowest of the compared OMol25 structures with the same formula, charge and spin at 650.1 kJ/mol. For the HOMO-LUMO gap, the calculation gives 8.39 eV. As for the lowest unoccupied orbital energy: -0.08 eV.

Element x y z (Å)
C -0.353 0.412 -0.061
C 0.882 -0.205 0.246
H -0.942 -2.038 1.143
H 0.206 -2.012 -0.447
H -2.378 -0.282 -0.757
H 1.332 3.059 -0.148
N -1.002 -1.887 -0.081
N -1.479 -0.451 -0.036
N -0.356 1.652 -0.242
N 0.882 1.919 -0.384
O 1.622 1.011 0.166
O 1.587 -1.178 0.601

Löwdin analysis output, partial charges in e:
1 C -0.357
2 C -0.347
3 H 0.166
4 H 0.177
5 H 0.196
6 H 0.289
7 N -0.094
8 N -0.103
9 N 0.132
10 N -0.128
11 O 0.043
12 O 0.028



[8]
Molecular formula: C2H4N4O2
Method: DFT, the ωB97M-V functional and the def2-TZVPD basis

As for the strongest force on any atom: 8.97 eV Å⁻¹. As for the SMILES: Nc1nc(=O)n(O)[nH]1. The calculation puts the energy above the lowest of the compared OMol25 structures with the same formula, charge and spin at 259.5 kJ/mol. For the HOMO-LUMO gap, the calculation gives 9.86 eV. As for the lowest unoccupied orbital energy: 0.18 eV.

Element x y z (Å)
N -2.099 -0.290 0.236
C -0.753 -0.233 0.026
N -0.116 -1.351 -0.013
C 1.171 -0.887 -0.300
O 2.270 -1.423 -0.040
N 1.072 0.585 -0.545
O 1.978 1.106 0.509
N -0.108 0.936 -0.338
H -2.753 0.732 0.196
H -2.654 -1.134 0.311
H 2.500 0.338 0.897
H -0.509 1.621 -0.939

Löwdin analysis output, partial charges in e:
1 N 0.119
2 C -0.454
3 N 0.200
4 C -0.395
5 O 0.038
6 N -0.113
7 O -0.030
8 N 0.059
9 H 0.221
10 H 0.096
11 H 0.102
12 H 0.158



[9]
Molecular formula: C2H4N4S
Method: DFT, the ωB97M-V functional and the def2-TZVPD basis

As for the strongest force on any atom: 5.63 eV Å⁻¹. As for the SMILES: [H]/N=c1\cn[nH]n1S. The calculation puts the energy above the lowest of the compared OMol25 structures with the same formula, charge and spin at 456.5 kJ/mol. For the HOMO-LUMO gap, the calculation gives 8.57 eV. As for the lowest unoccupied orbital energy: -0.11 eV.

Element x y z (Å)
H 1.145 2.419 -0.296
N 0.089 2.079 -0.319
C 0.135 0.835 0.023
C 1.458 0.081 0.165
N 1.247 -1.211 -0.238
N -0.038 -1.511 -0.398
N -0.762 -0.228 0.025
S -2.431 0.011 -0.209
H 2.429 0.463 -0.075
H -0.573 -2.319 0.042
H -2.700 -0.619 1.279

Löwdin analysis output, partial charges in e:
1 H 0.089
2 N 0.080
3 C -0.514
4 C -0.037
5 N -0.007
6 N -0.033
7 N -0.529
8 S 0.707
9 H 0.088
10 H 0.158
11 H -0.001



[10]
Molecular formula: C2H4N4S
Method: DFT, the ωB97M-V functional and the def2-TZVPD basis

As for the strongest force on any atom: 3.51 eV Å⁻¹. The calculation puts the energy above the lowest of the compared OMol25 structures with the same formula, charge and spin at 475.2 kJ/mol. For the HOMO-LUMO gap, the calculation gives 6.35 eV. As for the lowest unoccupied orbital energy: -0.76 eV.

Element x y z (Å)
C -0.410 0.314 -0.850
C 1.093 -1.553 0.769
N 0.161 -0.795 -1.346
N 0.778 -1.543 -0.457
N -0.303 0.641 0.376
N -0.774 1.917 0.604
S 1.327 -2.047 2.243
H -0.772 0.994 -1.635
H 1.504 -2.107 -0.994
H -1.367 2.233 -0.241
H -1.236 1.945 1.531

Löwdin analysis output, partial charges in e:
1 C -0.318
2 C -0.658
3 N -0.029
4 N -0.113
5 N -0.083
6 N -0.057
7 S 0.763
8 H 0.116
9 H 0.202
10 H 0.097
11 H 0.079



[11]
Molecular formula: C2H4N4S
Method: DFT, the ωB97M-V functional and the def2-TZVPD basis

As for the strongest force on any atom: 2.80 eV Å⁻¹. The calculation puts the energy above the lowest of the compared OMol25 structures with the same formula, charge and spin at 308.9 kJ/mol. For the HOMO-LUMO gap, the calculation gives 7.59 eV. As for the lowest unoccupied orbital energy: -0.97 eV.

Element x y z (Å)
C 0.939 1.433 -0.016
C -0.279 0.651 0.017
N 1.971 0.684 -0.013
N 2.320 -0.411 -0.005
N -0.152 -0.684 0.062
N -1.241 -1.528 -0.166
S -1.741 1.435 0.011
H 0.963 2.500 -0.044
H 0.758 -1.139 -0.070
H -1.514 -1.995 0.699
H -2.025 -0.945 -0.475

Löwdin analysis output, partial charges in e:
1 C -0.168
2 C -0.827
3 N -0.061
4 N 0.211
5 N -0.102
6 N 0.022
7 S 0.622
8 H 0.103
9 H 0.086
10 H 0.092
11 H 0.021



[12]
Molecular formula: C2H4N4S
Method: DFT, the ωB97M-V functional and the def2-TZVPD basis

As for the strongest force on any atom: 3.36 eV Å⁻¹. The calculation puts the energy above the lowest of the compared OMol25 structures with the same formula, charge and spin at 608.1 kJ/mol. For the HOMO-LUMO gap (spin up / spin down), the calculation gives 7.05 / 7.53 eV. As for the lowest unoccupied orbital energy (spin up / spin down): -0.11 / -0.53 eV.

Element x y z (Å)
C -1.366 -1.354 -0.557
C -0.288 -0.982 -1.272
N -1.842 -0.372 0.233
N -1.187 0.752 0.122
N 1.223 0.512 0.287
N 1.588 1.361 1.232
S 0.099 0.712 -1.022
H -1.896 -2.277 -0.391
H 0.390 -1.642 -1.858
H 1.563 2.330 1.086
H 1.716 0.960 2.140

Löwdin analysis output, partial charges in e:
1 C -0.266
2 C -0.344
3 N -0.103
4 N -0.282
5 N -0.310
6 N -0.020
7 S 0.974
8 H 0.103
9 H 0.075
10 H 0.075
11 H 0.098